DFT (ωB97M-V/def2-TZVPD) results for a cluster of 2 separate species, C4H4O2S in total at a distorted geometry.

Each line ends with the Löwdin charge.
Positions of all 11 atoms, in Å:
C: -0.6827 -3.6934 0.0423  0.06
C: -0.5423 -2.5399 -0.3321  -0.29
C: 0.7125 3.6768 0.5422  0.00
C: 0.3367 2.6317 1.0321  -0.02
O: -0.6750 -0.5091 -1.9972  -0.48
O: 0.6579 -0.3076 0.1014  -0.35
S: -0.8448 -0.7809 -0.5441  0.91
H: -0.8834 -4.7775 0.2746  0.07
H: 0.8576 4.6397 0.1093  0.01
H: 1.4010 -0.1656 -0.4983  0.07
H: -0.3375 1.8258 1.2698  0.01

Calculated values
Charge: 0
HOMO, Ha: -0.3867